The following is a DFT calculation (ωB97M-V/def2-TZVPD) of a structure of composition C16H25BN4O2PtS at a distorted geometry.

The HOMO-LUMO gap (alpha / beta) comes out at 6.405 / 6.232 eV. The spin multiplicity is 3.

Geometry as XYZ:
```
50
Properties=species:S:1:pos:R:3:forces:R:3
Pt -1.4567 -0.3235 -0.8252 -0.418 -0.239 -0.887
S -1.5012 -2.5981 -1.1791 0.085 0.351 0.133
O -0.7048 -1.1164 1.9298 -0.004 -0.187 0.013
O -1.6785 0.9450 1.9316 -0.346 0.041 -0.183
N -1.1788 1.6901 -1.1000 0.234 -0.086 0.121
N 0.3959 -3.8330 -2.5569 -0.110 -0.139 0.044
N 0.0597 -0.3706 -2.2009 -0.987 0.202 1.211
N 0.5528 -1.5400 -2.6330 0.726 -0.385 -0.553
C 0.7952 -1.0037 3.8245 -0.041 0.012 -0.202
C -1.3233 1.7053 4.2088 -0.135 -0.075 -0.148
C -1.4332 4.0200 -0.6692 0.005 -0.026 -0.048
C -0.1219 1.9433 -1.9610 -0.078 -0.033 0.011
C 1.4451 0.9649 -3.7357 -0.070 0.009 0.110
C -0.3304 4.3015 -1.4999 -0.023 -0.062 -0.033
C -1.6827 -1.1925 4.1130 0.066 0.032 -0.154
C 0.3147 3.2768 -2.1335 -0.016 0.074 -0.072
C 0.4544 0.8337 -2.6204 0.277 -0.051 -0.214
C 1.7569 -4.1036 -2.9859 -0.027 0.167 -0.297
C -0.7497 0.9317 3.0395 0.378 -0.020 0.104
C 0.5311 1.5990 2.5312 -0.190 -0.082 -0.063
C -0.0580 -2.5997 -2.2084 -0.225 0.243 0.123
C 1.9962 -3.7641 -4.4544 0.009 -0.045 0.119
C -0.5560 -0.5964 3.2710 -0.328 0.050 0.252
C -1.7979 2.7097 -0.4899 -0.070 0.223 0.067
B -1.4236 -0.2008 1.2055 0.884 0.124 0.061
H -0.6579 1.6313 5.0702 -0.012 0.017 0.025
H -1.6186 -2.2797 4.0761 0.037 0.000 0.019
H 1.1707 3.4726 -2.7643 -0.014 -0.013 -0.008
H -2.6120 2.4415 0.1667 0.013 -0.035 0.019
H -0.1464 -4.5918 -2.1859 0.104 -0.062 0.069
H 3.0116 -4.0413 -4.7433 0.000 0.024 -0.008
H 1.2945 -4.3067 -5.0883 -0.001 0.014 -0.021
H -0.0002 5.3230 -1.6344 0.034 -0.010 -0.009
H -1.6158 -0.8662 5.1511 -0.023 -0.029 0.011
H 0.9296 1.0343 1.6859 0.099 0.016 0.042
H 2.4522 -3.5343 -2.3622 -0.013 -0.034 0.031
H 0.9624 -0.5334 4.7948 0.030 -0.014 0.017
H 0.2928 2.6021 2.1755 -0.013 0.012 0.049
H 2.4595 1.0794 -3.3443 0.022 -0.004 -0.042
H -2.3100 1.3359 4.4836 0.029 -0.009 0.030
H 1.5985 -0.7252 3.1448 0.012 0.026 0.034
H -1.4215 2.7551 3.9318 0.034 0.015 0.031
H 0.8222 -2.0862 3.9482 -0.003 0.004 0.048
H 1.9356 -5.1661 -2.8217 0.023 0.006 0.071
H 1.2107 1.8275 -4.3581 0.051 0.006 -0.013
H 1.4218 0.0669 -4.3484 0.022 0.001 0.012
H -2.6498 -0.8992 3.7022 -0.025 0.018 0.083
H -1.9844 4.8114 -0.1837 -0.014 -0.044 0.052
H 1.8622 -2.6957 -4.6110 -0.006 -0.011 -0.049
H 1.2870 1.6660 3.3134 0.015 0.011 -0.009
```
Forces are in eV/Å.


The following is a DFT calculation (ωB97M-V/def2-TZVPD) of a cluster of 2 separate species, C4H11NO2S in total at a distorted geometry.

The HOMO-LUMO gap comes out at 5.319 eV. As for the total charge: -2. The calculation puts the energy above the lowest of the compared OMol25 structures with the same formula, charge and spin at 253.1 kJ/mol.

Geometry as XYZ:
```
19
Properties=species:S:1:pos:R:3:forces:R:3
S 1.7267 -1.7327 0.6698 2.898 -0.512 -0.666
O -2.5342 0.4683 0.7235 -1.264 -0.132 2.620
O 1.8057 0.4519 -2.0499 0.312 -0.812 2.367
N 0.1710 1.2993 0.2622 -0.020 -1.503 -0.419
C -1.9390 -0.0845 -0.2844 0.169 1.422 -2.758
C -0.8116 2.3587 0.1311 -0.290 0.658 0.464
C -0.3944 0.0197 -0.2975 0.288 -2.385 2.872
C 0.0436 -1.2674 0.5838 0.972 3.640 0.857
H -2.2242 -1.1213 -0.5748 0.182 -0.467 0.177
H -2.2632 0.4884 -1.2223 0.095 -0.245 -0.577
H 1.5762 0.7691 -1.0725 0.533 -0.355 -2.430
H 1.8923 -0.5336 -1.8475 0.085 1.617 -0.200
H -0.0950 -1.2294 1.6553 -1.450 0.766 0.186
H 0.1045 -0.1766 -1.2245 -0.801 -0.059 -0.767
H -0.4592 -2.0571 0.2147 -2.093 -2.505 -1.313
H 0.4339 1.0337 1.2203 -0.409 0.790 -0.425
H -1.3531 2.2702 -0.7962 -0.184 -0.538 -0.448
H -1.5903 2.3049 0.8963 0.155 0.191 -0.023
H -0.4104 3.3599 0.0130 0.821 0.429 0.482
```
Forces are in eV/Å.


The following is a DFT calculation (ωB97M-V/def2-TZVPD) of a cluster of 2 separate species, C12H14IN2 in total at a distorted geometry.

The HOMO-LUMO gap comes out at 2.950 eV. As for the total charge: +1. The calculation puts the energy above the lowest of the compared OMol25 structures with the same formula, charge and spin at 88.2 kJ/mol.

Geometry as XYZ:
```
29
Properties=species:S:1:pos:R:3:forces:R:3
I 1.3252 -5.9556 1.3113 -0.325 0.599 0.016
N -0.9742 -2.2780 2.2203 1.231 -0.414 -0.273
N 0.8426 2.7225 -2.2970 -0.031 0.271 0.018
C 0.0903 0.5185 -1.9336 -1.424 -0.079 -1.283
C -1.0871 -0.0362 1.5364 -0.242 0.371 0.479
C -0.0769 -1.6891 0.1180 -0.188 0.613 -0.239
C -0.4300 -0.3632 0.3691 0.428 -0.309 -0.353
C -0.3353 -2.6504 1.0698 -1.273 0.749 0.091
C 0.0109 0.7031 -0.5610 1.684 0.474 -0.223
C -1.3327 -1.0136 2.4813 0.516 0.036 -0.285
C 0.4611 1.5306 -2.8010 0.692 0.186 0.953
C 0.5923 1.9059 -0.1003 -1.892 0.009 0.423
C 0.8269 2.9491 -0.9729 0.202 -0.621 0.156
C 1.2852 3.7819 -3.2331 -1.034 0.339 0.015
C -0.9914 -3.3011 3.2821 -0.866 -0.719 0.050
H 0.9455 3.9714 -0.6463 0.470 -0.055 0.029
H -0.0931 -3.2324 3.8903 0.011 0.075 -0.058
H 0.3723 -1.9024 -0.8412 0.248 -0.538 0.231
H 0.5186 1.4568 -3.8766 -0.159 -0.261 -0.007
H -1.9047 -3.2258 3.8697 0.121 0.375 0.109
H 1.3758 4.7467 -2.7395 0.395 -0.272 0.401
H -1.6855 -0.8336 3.4861 -0.331 0.127 -0.129
H 2.2113 3.4681 -3.7019 -0.064 0.121 -0.175
H -1.0312 -4.2815 2.8070 0.362 0.013 -0.018
H -1.3663 0.9996 1.6725 -0.161 -0.116 0.456
H -0.1629 -3.7060 0.9437 0.567 -0.644 -0.002
H 0.5524 2.0923 0.9648 0.346 0.216 -0.021
H 0.4475 3.9536 -3.9093 0.371 -0.295 -0.489
H -0.3864 -0.3314 -2.4087 0.344 -0.252 0.126
```
Forces are in eV/Å.


The following is a DFT calculation (ωB97M-V/def2-TZVPD) of a cluster of 2 separate species, C5H6N2S2 in total at a distorted geometry.

The HOMO-LUMO gap comes out at 8.367 eV. The calculation puts the energy above the lowest of the compared OMol25 structures with the same formula, charge and spin at 379.8 kJ/mol.

Geometry as XYZ:
```
15
Properties=species:S:1:pos:R:3:forces:R:3
S 0.6407 0.4451 1.5503 -0.529 -1.565 -0.053
S 1.3663 0.9023 -2.2062 1.026 0.690 -2.281
N 2.0556 1.6910 -0.8054 -1.166 2.324 0.167
N -0.9058 2.6820 -0.8874 -2.574 -0.923 4.043
C 0.1333 -1.2091 -0.6519 -1.150 0.970 0.052
C 0.6475 -0.0500 -1.0397 0.757 -1.514 1.132
C 1.4895 0.5891 0.0110 2.871 -1.509 0.084
C -0.4209 2.8683 -1.9187 -0.047 1.067 -1.184
C 0.4767 -1.4069 0.8081 0.940 2.340 -1.148
H 1.5361 -1.7596 0.7055 -0.801 -0.228 1.312
H -0.2608 -1.8899 1.3640 -0.576 -1.250 1.100
H -0.4913 -1.8441 -1.2511 0.032 -0.486 0.046
H 1.5431 2.6435 -0.7044 0.971 -2.129 0.070
H 2.4143 -0.1528 0.1984 -1.481 1.547 -0.592
H -1.4343 2.4253 0.0296 1.728 0.667 -2.745
```
Forces are in eV/Å.


Short version: DFT total energy = -41813.4402, -20742.9024, -23743.9787, -29927.4635 eV, in the order given.